No. 1
This record from OMol25 describes 2 unconnected molecules or ions with the total composition C4H10N. The level of theory is ωB97M-V with the def2-TZVPD basis set.

Values from the calculation:
ΔE to the lowest compared entry with this formula, charge and spin = 71.5 kcal per mole
orbital gap = 7.3 eV
lowest unoccupied orbital energy = -0.2155 Ha
calculated total energy = -5790.7583 eV

ORCA input file:
```
! RIJCOSX wB97M-V def2-TZVPD def2/J DEFGRID3
* xyz 1 1
C 2.357 0.060 -0.332
C 2.845 0.036 0.935
H 2.834 0.775 -1.042
H 1.670 -0.674 -0.835
H 3.289 0.990 1.230
H 2.582 -0.630 1.828
C -2.070 -0.057 0.878
C -1.241 -0.427 -1.439
N -1.845 0.283 -0.508
H -2.442 -1.057 0.952
H -1.118 0.099 1.418
H -2.847 0.626 1.186
H -0.864 -1.399 -1.206
H -0.820 0.182 -2.331
H -2.330 1.193 -0.734
*
```

***

No. 2
This record from OMol25 describes 2 unconnected molecules or ions with the total composition C4H10N. The level of theory is ωB97M-V with the def2-TZVPD basis set.

Values from the calculation:
<S²> = 0.75
ΔE to the lowest compared entry with this formula, charge and spin = 41.9 kcal per mole
orbital gap (alpha / beta) = 8.6 / 5.2 eV
lowest unoccupied orbital energy (alpha / beta) = -0.3920 / -0.5156 Ha
calculated total energy = -5777.3005 eV

ORCA input file:
```
! RIJCOSX wB97M-V def2-TZVPD def2/J DEFGRID3
* xyz 2 2
C -0.216 1.807 0.897
C -1.218 1.782 0.052
N 0.897 0.811 0.938
H -0.095 2.565 1.660
H -1.856 2.652 -0.029
H -1.484 0.900 -0.520
H 1.488 0.933 1.764
H 0.599 -0.185 0.891
H 1.405 0.966 0.062
C -0.197 -1.873 -1.543
C 0.416 -2.180 -0.334
H -1.204 -1.449 -1.553
H 0.191 -2.012 -2.554
H -0.221 -2.413 0.522
H 1.496 -2.304 -0.253
*
```